Record 1
# C33H57N3O4SiTi

C33H57N3O4SiTi as an isolated structure at a distorted geometry (wB97M-V/def2-TZVPD, the OMol25 dataset).

The geometry in XYZ format:
```
99
Properties=species:S:1:pos:R:3:forces:R:3
O 0.362091 -1.836060 -3.100234 0.25 -1.29 0.65
O -2.110691 -1.973348 -4.834648 -0.37 0.02 -0.34
C 1.531862 -2.392485 -3.699759 -0.39 0.02 -0.75
C 2.556890 -2.924818 -2.733750 0.14 -0.28 0.33
H 1.961193 -1.591337 -4.322563 -0.23 -0.22 0.23
H 1.203792 -3.204278 -4.374124 0.36 0.35 0.04
H 2.673004 -2.287480 -1.850956 -0.01 -0.18 -0.22
H 3.521843 -2.997607 -3.235393 0.05 -0.06 0.01
H 2.282223 -3.925938 -2.395560 0.10 0.03 0.10
C -0.383284 -2.825128 -2.319206 0.48 0.71 -0.61
C -0.600571 -4.133146 -3.045245 -0.20 -0.25 0.18
H -1.340394 -2.345567 -2.095795 0.13 -0.05 -0.12
H 0.140486 -2.983927 -1.369722 -0.02 -0.08 -0.01
H -0.990537 -3.971465 -4.054232 0.08 0.02 0.20
H -1.346903 -4.702036 -2.478034 0.12 -0.03 -0.13
H 0.313703 -4.733661 -3.080473 -0.20 0.04 -0.06
C -3.308217 -1.547082 -4.214111 0.15 -0.01 0.02
C -1.638119 -1.041762 -5.789900 0.05 0.10 -0.01
C -3.944496 -2.718252 -3.504526 -0.07 -0.09 0.07
H -4.006923 -1.142190 -4.962206 0.14 -0.02 0.06
H -3.070877 -0.741970 -3.500136 -0.13 0.05 -0.05
H -4.096369 -3.556072 -4.190624 0.05 0.12 0.05
H -4.916859 -2.416081 -3.116358 -0.05 -0.04 0.06
H -3.333805 -3.063231 -2.667019 -0.04 -0.01 -0.08
C -0.549633 -1.678444 -6.622201 0.13 -0.05 0.03
H -1.247431 -0.150853 -5.268154 -0.13 -0.06 -0.13
H -2.463961 -0.721248 -6.449336 0.11 -0.04 0.23
H 0.325001 -1.909157 -6.006667 -0.16 0.00 -0.15
H -0.246574 -0.984113 -7.409419 0.03 -0.07 0.03
H -0.906761 -2.599742 -7.093828 0.04 0.14 0.09
H 1.347962 -0.944143 1.665556 -0.96 0.03 -0.60
N 1.571470 1.699873 2.244406 -0.59 1.74 0.36
C 1.297972 2.940540 2.641001 1.37 -2.27 -0.26
C 0.122245 3.623356 2.246494 -1.17 0.55 -0.21
C -1.139514 3.088868 1.988596 0.24 -0.36 0.93
C 2.290183 3.616989 3.534667 -0.05 0.91 0.14
H 3.286032 3.684277 3.075282 -0.27 -0.14 0.15
H 2.390299 3.097680 4.499372 -0.04 0.04 -0.37
H 1.935657 4.633064 3.730588 0.22 -0.11 0.12
C -2.340728 3.982657 1.931936 0.01 0.68 -0.19
H -2.847071 4.033581 2.908475 0.13 -0.10 -0.29
H -3.066466 3.646530 1.178334 0.19 -0.02 0.28
H -2.016284 4.995566 1.665051 -0.19 -0.15 0.14
N -1.368601 1.745766 1.901194 -0.09 0.36 -0.19
C 2.756659 0.999330 2.656380 0.76 -0.36 0.45
C 3.949293 1.044033 1.892736 -0.70 -0.35 0.12
C 4.211056 2.070123 0.834022 0.47 0.12 -0.43
C 4.910736 0.049537 2.075460 0.02 -0.04 0.58
H 5.774225 0.033498 1.409416 -0.13 0.03 0.24
C 4.790932 -0.885915 3.102311 -0.25 0.15 -0.18
H 5.547106 -1.652778 3.232943 -0.09 0.07 0.00
C 3.704589 -0.805220 3.972273 0.25 0.22 -0.17
H 3.613713 -1.487798 4.814989 0.11 0.12 -0.14
C 2.704288 0.147364 3.784906 -0.05 0.09 -0.61
C 1.565845 0.204863 4.754887 -0.17 -0.34 0.42
C -2.587208 1.154632 2.360356 0.17 0.33 -0.44
C -3.496875 0.602452 1.447495 0.20 -0.06 0.22
C -3.258365 0.697874 -0.029125 -0.33 0.06 -0.49
C -4.621158 -0.056077 1.938300 -0.04 0.01 -0.11
H -5.333886 -0.473068 1.222913 0.15 0.08 0.29
C -4.834979 -0.162254 3.306673 -0.29 -0.26 0.08
H -5.718575 -0.679770 3.682671 0.23 0.15 -0.12
C -3.933154 0.399106 4.202824 0.03 0.18 0.13
H -4.098383 0.346304 5.281026 -0.05 -0.08 -0.31
C -2.809176 1.078336 3.743611 0.14 -0.14 -0.11
C -1.819972 1.677803 4.696139 0.19 0.00 0.53
Ti 0.100561 0.762531 1.003999 1.06 -1.74 2.28
H 3.875182 1.726034 -0.153886 0.03 0.21 0.26
H 5.298305 2.211690 0.741223 -0.32 0.02 0.06
H 3.780247 3.051619 1.059732 -0.06 -0.23 -0.15
H 1.290163 1.229773 5.027041 0.01 -0.19 -0.13
H 1.856318 -0.312937 5.678085 -0.06 0.18 -0.15
H 0.686072 -0.318627 4.359558 0.12 0.27 -0.02
H -4.223237 0.716561 -0.555926 0.28 -0.05 0.08
H -2.713062 -0.174391 -0.419915 -0.05 0.18 0.13
H -2.719001 1.608962 -0.322574 -0.08 -0.25 0.15
H -0.794322 1.325436 4.505635 -0.41 0.19 -0.13
H -2.073852 1.391530 5.725618 0.04 0.15 -0.23
H -1.814267 2.777792 4.650114 0.05 -0.30 -0.01
H 0.169437 4.707410 2.330679 -0.08 -0.21 -0.03
C 1.884113 -1.084546 0.221774 -0.77 1.45 -1.44
Si 1.358665 0.181083 -1.232315 0.41 -0.06 -0.87
H 2.955655 -1.041577 0.422422 -0.04 0.06 -0.26
H 1.487228 -2.084885 0.050070 0.09 0.13 0.09
C 2.761836 0.387143 -2.467755 0.17 0.12 -0.23
C 1.192219 2.051007 -0.628087 -0.13 0.40 0.41
C -0.366679 0.399875 -2.133197 -0.28 0.02 0.60
H -1.110848 -0.352828 -1.854528 0.14 0.08 -0.39
H -0.230057 0.390999 -3.223247 0.09 -0.31 0.42
H -0.828615 1.381485 -1.920662 0.27 -0.27 0.21
H 3.417250 -0.484446 -2.558702 -0.18 0.21 0.09
H 3.383989 1.238632 -2.164485 -0.08 -0.14 -0.10
H 2.362139 0.612376 -3.466386 0.06 0.00 0.24
H 2.029770 2.478953 -0.080894 -0.32 0.01 -0.06
H 0.231210 2.356405 -0.106520 0.87 0.68 -0.93
H 1.119329 2.573343 -1.595060 -0.09 -0.34 0.23
O -1.504352 -2.167287 4.111411 -3.45 1.32 -6.01
N -2.052412 -1.917599 3.115850 3.97 -0.83 5.90
O 0.341446 -0.670031 2.070998 -1.06 -0.68 0.27
```
Forces are in eV/Å.

Calculated values
relative energy (zero: lowest compared OMol25 entry of this formula, charge and spin)	82.5	kJ/mol
DFT total energy	-2895.3899	a.u.
⟨S²⟩	0.87
gap between HOMO and LUMO (alpha / beta)	3.68 / 3.63	eV
spin multiplicity	2
total charge	+1
highest occupied orbital energy (alpha / beta)	-0.35458 / -0.35439	Eh
max |F|	7.16	eV/Å

=====

Record 2
# C36H46N7OPSiTl

C36H46N7OPSiTl as an isolated structure (wB97M-V/def2-TZVPD, the OMol25 dataset).

The geometry in XYZ format:
```
93
Properties=species:S:1:pos:R:3:forces:R:3
Tl 0.278243 0.152169 -0.179483 0.17 -0.03 -0.17
C -0.041208 -1.333704 6.556193 -0.01 0.00 0.01
C 0.472279 -0.970280 5.190224 -0.02 0.02 0.03
C 1.435446 -1.745441 4.547561 0.01 -0.04 -0.03
C 1.852241 -1.448688 3.263115 0.00 0.00 0.01
C 1.366580 -0.337418 2.578104 -0.02 0.01 -0.05
N 1.835595 -0.041172 1.276988 0.10 -0.17 0.13
C 3.162808 0.388291 1.211264 0.01 0.16 -0.02
C 3.797320 0.953230 2.330180 0.00 -0.01 -0.04
C 5.120674 1.351413 2.304303 -0.01 0.01 0.03
C 5.895348 1.244369 1.154285 0.02 0.01 0.00
C 7.320638 1.722717 1.111942 0.01 -0.01 0.00
C 5.276136 0.715464 0.034183 -0.03 -0.01 -0.01
C 3.955538 0.285314 0.061483 -0.04 -0.06 0.01
N 3.435812 -0.278487 -1.141681 0.06 0.09 0.00
C 4.047699 -1.176056 -1.938412 -0.01 0.02 0.04
C 3.351295 -1.219722 -3.124532 -0.01 0.01 0.00
C 2.317848 -0.292000 -2.953030 0.05 -0.09 0.01
N 2.375275 0.283580 -1.756872 -0.09 -0.03 -0.04
C 0.432613 0.455279 3.242363 0.00 0.00 0.00
C -0.032265 0.128524 4.510957 0.02 0.00 -0.02
N 0.010880 1.697438 2.679411 0.05 0.04 0.01
C -0.105268 2.862771 3.351043 0.00 -0.06 0.01
C -0.416660 3.843085 2.441058 0.03 0.04 0.00
C -0.453657 3.179607 1.212029 0.00 -0.03 0.02
N -0.206123 1.886091 1.364100 -0.11 -0.01 0.08
H 0.642487 -2.010353 7.066484 0.00 0.01 -0.01
H -0.173028 -0.449821 7.180547 0.00 0.00 -0.01
H -1.010295 -1.834076 6.488044 0.00 0.00 0.00
H 1.847842 -2.609815 5.054895 0.00 0.01 0.00
H 2.586519 -2.068613 2.764017 0.00 0.00 0.00
H 3.235800 1.066486 3.247622 0.00 0.00 0.01
H 5.557369 1.768338 3.204678 0.00 0.00 -0.01
H 7.792823 1.635643 2.089970 0.00 0.00 0.00
H 7.912007 1.147135 0.400105 -0.01 0.00 0.00
H 7.374416 2.771643 0.812989 0.00 0.00 0.00
H 5.821480 0.628497 -0.898964 0.01 0.00 0.01
H 4.924680 -1.700332 -1.597457 -0.01 0.00 -0.03
H 3.556284 -1.835558 -3.982579 -0.01 0.01 0.02
H 1.524833 -0.041550 -3.637400 0.00 0.00 0.00
H -0.790530 0.750303 4.973743 0.00 0.00 0.00
H 0.070852 2.901121 4.412144 0.00 0.02 -0.01
H -0.568588 4.890252 2.633943 0.00 -0.01 -0.01
H -0.642352 3.574128 0.231836 -0.01 0.01 -0.02
C -1.947658 -2.594488 3.250853 -0.01 0.01 -0.01
C -2.022102 -1.987026 1.872875 -0.01 0.01 0.04
O -1.026210 -1.537917 1.310394 -0.09 0.07 -0.03
N -3.248618 -1.990425 1.313693 0.06 -0.02 -0.04
C -3.526969 -1.537407 -0.038465 0.00 0.03 0.04
C -4.011327 -0.108960 -0.088851 0.02 0.00 0.04
C -5.274043 0.202131 -0.573666 -0.02 0.00 -0.02
C -5.696834 1.523032 -0.559547 -0.03 -0.05 -0.02
C -4.843933 2.483745 -0.048786 0.04 0.02 0.01
C -3.593935 2.079576 0.400580 -0.01 0.00 0.01
N -3.168295 0.820055 0.374092 -0.04 -0.02 -0.01
H -0.907882 -2.638020 3.556762 0.01 -0.02 0.01
H -2.378466 -3.596142 3.258180 0.00 0.00 -0.01
H -2.504584 -1.979236 3.960313 0.02 0.01 -0.01
H -4.001902 -2.382287 1.852734 -0.02 0.02 0.01
H -4.272480 -2.199768 -0.477385 -0.02 -0.01 -0.01
H -2.610531 -1.632691 -0.615921 0.02 0.00 0.00
H -5.917682 -0.583331 -0.948646 0.00 0.01 0.01
H -6.678106 1.791380 -0.929081 0.01 -0.01 0.01
H -5.132660 3.524631 0.003821 0.01 0.00 0.00
H -2.899036 2.807912 0.803755 -0.03 -0.01 0.00
C -1.673447 3.694341 -2.173719 -0.06 0.00 -0.02
P -0.446273 2.333054 -2.226632 0.03 0.00 0.06
C 1.009831 3.210968 -2.889192 0.05 0.06 0.00
C -1.100877 1.432520 -3.673197 -0.03 -0.04 -0.02
H -1.731460 4.181680 -3.148922 0.00 -0.02 -0.01
H -1.412885 4.452975 -1.436475 0.01 0.01 -0.01
H -2.655541 3.290934 -1.924212 0.02 0.02 0.01
H 0.828754 3.574187 -3.902358 -0.01 0.00 0.01
H 1.882814 2.561570 -2.878310 0.00 -0.02 -0.03
H 1.225775 4.067858 -2.248014 0.01 -0.03 0.01
H -1.111370 2.078337 -4.552994 0.00 0.01 0.01
H -2.120722 1.113160 -3.450078 0.02 -0.01 0.01
H -0.525902 0.532647 -3.877677 0.01 0.02 -0.01
C -3.315013 -3.195420 -3.707991 -0.02 0.00 0.02
Si -1.452898 -3.077634 -3.793207 -0.01 0.02 -0.05
C -0.900673 -2.357780 -5.426117 -0.01 -0.01 0.00
C -0.649975 -4.725472 -3.463271 0.00 0.00 0.00
C -0.907449 -1.897150 -2.475609 0.09 0.01 -0.02
C -0.510043 -1.118060 -1.636393 -0.14 0.03 0.06
H -3.709314 -3.755168 -4.559095 0.01 0.00 0.02
H -3.772349 -2.203294 -3.718644 0.01 -0.01 -0.01
H -3.632694 -3.707671 -2.796952 0.00 0.01 -0.01
H -1.173380 -3.018027 -6.252493 0.01 0.01 0.01
H 0.183522 -2.225767 -5.447645 -0.01 -0.01 0.00
H -1.365500 -1.386490 -5.609984 0.00 -0.01 0.01
H -0.949394 -5.461502 -4.212844 0.00 0.01 0.01
H -0.936182 -5.107142 -2.481397 0.00 0.00 -0.01
H 0.438237 -4.642196 -3.485690 -0.01 0.00 0.00
```
Forces are in eV/Å.

Calculated values
relative energy (zero: lowest compared OMol25 entry of this formula, charge and spin)	23.9	kJ/mol
DFT total energy	-2661.0583	a.u.
gap between HOMO and LUMO	7.69	eV
total charge	+1
highest occupied orbital energy	-0.35509	Eh
max |F|	0.24	eV/Å

=====

Record 3
# C8H11FN2O

A 2-piece molecular cluster, C8H11FN2O overall at a distorted geometry (wB97M-V/def2-TZVPD, the OMol25 dataset).

The geometry in XYZ format:
```
23
Properties=species:S:1:pos:R:3:forces:R:3
C -2.543407 -0.629274 -0.404972 -0.14 0.54 0.27
C -1.726992 -1.714232 -0.804577 0.80 0.39 0.23
C -1.970128 0.512784 0.050804 0.08 -0.47 -0.12
C 2.465000 0.305629 -0.052280 0.48 0.17 0.08
C -0.491465 0.604206 0.158316 -0.20 -0.18 -0.14
C 0.200883 -0.645303 -0.254807 0.48 0.23 1.65
C -2.757040 1.709551 0.461953 -0.07 -0.05 -0.02
C 3.893298 -0.168219 -0.139126 0.00 0.26 0.08
N -0.420362 -1.707570 -0.755678 -0.20 -0.91 -0.56
N 1.556891 -0.710119 -0.288657 -0.85 -0.32 -0.29
O 2.142069 1.450292 0.146566 -0.05 0.00 0.04
F 0.023978 -1.492945 1.994945 0.02 0.66 -1.18
H -3.616279 -0.720278 -0.479478 -0.10 0.00 -0.01
H -2.173466 -2.618805 -1.193620 -0.10 -0.08 -0.07
H -0.106278 1.466671 -0.399670 -0.06 -0.03 0.00
H -0.219067 0.807528 1.203962 0.06 -0.17 -0.07
H -3.308984 1.490906 1.376420 0.02 0.00 0.07
H -3.486524 1.973929 -0.302388 -0.03 0.02 -0.02
H -2.106622 2.558504 0.646289 0.01 0.12 0.03
H 4.024180 -1.098737 0.403319 0.05 -0.15 0.06
H 4.156037 -0.326329 -1.184888 0.00 -0.06 -0.05
H 4.549359 0.594320 0.271714 -0.05 -0.01 0.00
H 1.914913 -1.642502 -0.454154 -0.12 0.05 0.03
```
Forces are in eV/Å.

Calculated values
relative energy (zero: lowest compared OMol25 entry of this formula, charge and spin)	119.4	kJ/mol
DFT total energy	-595.9995	a.u.
gap between HOMO and LUMO (alpha / beta)	7.16 / 7.16	eV
highest occupied orbital energy (alpha / beta)	-0.31069 / -0.31066	Eh
max |F|	1.73	eV/Å

=====

- Which value of relative energy (zero: lowest compared OMol25 entry of this formula, charge and spin) does entry 1 give?
  82.5 kJ/mol

=====

- The lowest DFT total energy belongs to which entry?
  C33H57N3O4SiTi

=====

- Which of these has the lowest DFT total energy?
  C33H57N3O4SiTi

=====

- The lowest DFT total energy belongs to which entry?
  C33H57N3O4SiTi